No. 1
Formula: H14O7
Source: the Open Molecules 2025 dataset
Level of theory: ωB97M-V/def2-TZVPD

```
! RIJCOSX wB97M-V def2-TZVPD def2/J DEFGRID3
* xyz 0 1
O 1.89743 2.11238 0.50719
H 2.39343 2.63838 -0.18881
H 1.03643 2.26638 0.26319
O -0.01157 -0.01962 -0.60281
H 0.11143 0.16038 0.27119
H 0.87443 0.07738 -0.86081
O -0.23457 0.34038 2.15919
H -1.03457 0.43538 2.80919
H 0.22543 -0.53362 2.15719
O -1.46757 0.88938 -2.72481
H -2.03957 1.69438 -2.72981
H -1.16157 0.70938 -1.80381
O 2.91443 -0.32762 0.04119
H 2.68743 0.51638 0.25719
H 3.25843 -0.23562 -0.78481
O -0.49757 -3.07162 -0.03481
H -0.54257 -2.12062 -0.11081
H 0.43143 -3.14862 0.29419
O -2.82657 -1.09462 0.56219
H -2.19257 -0.51362 0.03419
H -3.82157 -0.77462 0.48519
*
```

Kohn-Sham gap ... 10.84 eV
SMILES ... O.O.O.O.O.O.O
Total energy ... -535.021382 a.u.

---

No. 2
Formula: C4H7NO2
Source: the Open Molecules 2025 dataset
Level of theory: ωB97M-V/def2-TZVPD

```
! RIJCOSX wB97M-V def2-TZVPD def2/J DEFGRID3
* xyz 0 1
C -1.02405 0.12504 1.28405
C -1.01113 0.14921 -1.27905
C -0.61373 -0.55634 -0.00313
O -0.47791 -1.80460 -0.01363
H -0.76841 1.21230 -1.20377
H -0.45838 -0.28256 -2.11727
H -2.09599 0.00331 1.45124
H -0.78317 1.18946 1.23088
H -0.47311 -0.31781 2.11743
H -2.08172 0.03422 -1.45940
N 2.16370 0.86354 0.02919
C 2.05963 -0.32283 0.00664
O 2.43354 -1.45303 0.07110
H 3.13072 1.16008 -0.11430
*
```

Kohn-Sham gap ... 9.57 eV
SMILES ... CC(C)=O.N=C=O
Total energy ... -361.807242 a.u.

---

No. 3
Formula: C67H168BaCuN9O22
Source: the Open Molecules 2025 dataset
Level of theory: ωB97M-V/def2-TZVPD

```
! RIJCOSX wB97M-V def2-TZVPD def2/J DEFGRID3
* xyz 2 1
Ba 2.95627 6.40044 1.96586
Cu 3.45680 2.50237 -4.04034
C -0.19848 1.22738 -1.80883
C -0.07692 1.85066 -0.42738
C -0.93482 1.03313 0.56518
C -0.31914 -0.36303 0.94631
C 1.14757 -0.17682 1.45013
C 2.06319 0.65841 0.47664
N 1.33132 1.87955 0.04927
O 2.16929 2.88249 -0.60887
C 2.57078 -0.24014 -0.67427
C 3.29486 0.99481 1.34243
C -0.72002 3.23738 -0.50486
H 0.27701 0.24698 -1.83734
H 0.33075 1.78753 -2.57970
H -1.23894 1.13214 -2.11940
H -1.95716 0.81695 0.25505
H -1.08635 1.62776 1.46605
H -0.25883 -1.12865 0.17281
H -0.89310 -0.78371 1.77196
H 1.55266 -1.18479 1.53952
H 1.14453 0.15858 2.48726
H 1.79617 -0.92852 -1.01222
H 3.36560 -0.93282 -0.39758
H 2.96333 0.27289 -1.55224
H 3.10353 1.82667 2.02029
H 4.12587 1.22951 0.67727
H 3.58270 0.09605 1.88785
H -1.80352 3.27812 -0.61651
H -0.21848 3.88533 -1.22370
H -0.53743 3.71411 0.45819
C -4.39739 2.46675 4.98364
C -4.88680 3.50529 3.93911
O -3.85365 4.43450 3.64263
H -3.74736 2.82802 5.78053
H -3.85901 1.67284 4.46600
H -5.21705 1.93769 5.46980
H -5.70477 4.11758 4.31875
H -5.29154 3.05933 3.03060
H -4.26386 5.11527 3.10423
C -7.79964 5.86789 0.04269
C -7.35463 7.30696 0.37584
O -6.09588 7.18999 1.07062
H -8.25556 5.44421 0.93752
H -6.94041 5.23207 -0.17078
H -8.49826 5.75903 -0.78687
H -8.08400 7.94181 0.87892
H -7.11105 7.80702 -0.56156
H -5.69363 8.05269 1.19534
C -5.44008 -1.61037 -1.98155
C -6.41553 -0.72113 -1.20440
O -7.51308 -1.38945 -0.57770
H -4.67449 -1.07164 -2.53989
H -5.91082 -2.35652 -2.62169
H -4.98738 -2.25427 -1.22752
H -6.73955 -0.06037 -2.00845
H -5.93219 -0.14526 -0.41519
H -8.12556 -0.68256 -0.36139
C 0.72442 -6.29914 0.35836
C 2.24802 -6.22271 0.85377
O 2.95234 -7.30605 0.34758
H 0.77769 -6.30496 -0.73032
H 0.07376 -5.49958 0.71255
H 0.33223 -7.25569 0.70377
H 2.27813 -6.22624 1.94335
H 2.64964 -5.25228 0.56212
H 3.86854 -7.33499 0.63278
C 7.64275 -4.07079 -3.22694
C 8.58721 -4.25706 -4.49811
O 7.82423 -4.34282 -5.65625
H 7.25899 -3.05116 -3.19243
H 8.17516 -4.28861 -2.30110
H 6.79644 -4.75758 -3.21333
H 9.16782 -5.17193 -4.37981
H 9.21246 -3.37356 -4.62695
H 7.25747 -5.10587 -5.52157
C 1.30560 4.28147 -6.13632
O 2.19031 3.13208 -6.22118
C 1.60458 2.17935 -7.03768
C 2.73801 1.14197 -7.33061
N 3.14963 0.39472 -6.13363
C 4.40975 -0.34352 -6.32782
C 5.66458 0.47888 -6.09153
O 5.59480 1.16682 -4.85062
C 6.83283 1.68264 -4.40888
H 1.77856 5.00086 -5.46783
H 0.32046 4.04060 -5.73686
H 1.17748 4.73969 -7.11700
H 1.35003 2.58272 -8.01778
H 0.66202 1.78538 -6.65759
H 3.58894 1.59100 -7.84285
H 2.23570 0.51967 -8.07125
H 2.36920 -0.24237 -6.06202
H 4.36614 -0.82107 -7.30666
H 4.50495 -1.12542 -5.57437
H 5.82147 1.14014 -6.94371
H 6.51222 -0.20641 -6.09077
H 7.13891 2.50423 -5.05648
H 7.60356 0.91248 -4.37853
H 6.63905 2.02091 -3.39097
C 6.90861 5.18891 1.59987
O 5.98155 5.87311 0.82815
C 6.60382 6.54323 -0.27206
C 5.58837 7.30459 -1.16496
N 4.86702 8.31719 -0.39168
C 3.97869 9.10288 -1.18865
C 2.73618 8.30633 -1.70632
O 1.91756 7.98449 -0.59445
C 0.55332 8.30309 -0.79847
H 7.58554 4.54182 1.04208
H 6.37677 4.49188 2.24749
H 7.53852 5.86125 2.18233
H 7.09081 5.81578 -0.92148
H 7.32611 7.26741 0.10471
H 4.84875 6.67173 -1.65541
H 6.11198 7.75595 -2.00770
H 5.54982 8.97934 -0.05189
H 4.53514 9.53069 -2.02258
H 3.63026 9.89731 -0.52866
H 2.94393 7.36989 -2.22403
H 2.26269 8.99509 -2.40598
H 0.06652 8.02424 0.13606
H 0.02964 7.81638 -1.62125
H 0.32471 9.36596 -0.87693
C -7.78614 2.92507 -12.08833
O -8.10005 2.67844 -10.72617
C -9.52059 2.90156 -10.54971
C -9.91613 2.58125 -9.05702
N -9.17092 3.37131 -8.05270
C -9.33384 2.83741 -6.70601
C -8.28319 3.35611 -5.72449
O -6.98662 2.96133 -6.15510
C -5.98877 3.37622 -5.24707
H -8.16732 2.12125 -12.71814
H -6.71187 2.84048 -12.25232
H -8.06424 3.94717 -12.34539
H -10.18796 2.33861 -11.20224
H -9.72181 3.95900 -10.72123
H -9.78722 1.53264 -8.78889
H -10.99012 2.73559 -8.95308
H -8.19908 3.25401 -8.30144
H -9.21598 1.75395 -6.72433
H -10.35464 2.86330 -6.32471
H -8.49148 2.84686 -4.78354
H -8.42297 4.43076 -5.60750
H -5.86366 2.67717 -4.42017
H -6.16657 4.37485 -4.84804
H -5.04606 3.44783 -5.78954
C 1.26975 9.84957 3.56675
O 1.14130 8.42572 3.71224
C 0.14895 8.11635 4.72712
C 0.49390 6.69570 5.35243
N 0.52376 5.62727 4.35956
C 0.84611 4.33158 4.88872
C 2.02297 4.27327 5.86659
O 3.18191 5.03574 5.38473
C 4.21206 5.06291 6.38047
H 2.04359 10.17123 2.86977
H 1.59644 10.29092 4.50836
H 0.29575 10.26242 3.30411
H -0.86034 8.28998 4.35392
H 0.24858 8.74704 5.61053
H -0.31440 6.38864 6.01610
H 1.40736 6.74062 5.94547
H -0.44333 5.53703 4.08263
H 1.20290 3.69220 4.08126
H -0.01464 3.87477 5.37711
H 2.32317 3.23310 5.99323
H 1.66806 4.72332 6.79374
H 3.96663 5.53650 7.33102
H 4.96996 5.74738 5.99945
H 4.63966 4.11533 6.70810
C 8.44595 -3.97340 7.60333
O 8.08845 -2.84044 6.84652
C 7.35055 -3.10616 5.66661
C 8.05600 -3.92568 4.53949
N 9.09906 -3.22137 3.76808
C 8.44401 -2.29693 2.83211
C 9.53090 -1.70108 2.02017
O 10.11443 -2.69593 1.14621
C 11.20910 -2.10481 0.37644
H 7.63795 -4.66917 7.82947
H 8.95287 -3.49674 8.44233
H 9.18403 -4.45854 6.96459
H 7.14936 -2.10726 5.27955
H 6.41600 -3.58894 5.95235
H 7.32034 -4.44317 3.92379
H 8.52440 -4.83029 4.92729
H 9.69537 -3.87652 3.28302
H 7.80727 -1.52927 3.27184
H 7.81420 -2.88960 2.16865
H 10.26935 -1.23255 2.67075
H 9.10664 -0.94558 1.35885
H 11.73868 -2.85884 -0.20587
H 12.01054 -1.77195 1.03598
H 10.93977 -1.23061 -0.21630
C -5.38276 -3.53121 3.55011
O -5.01541 -3.58475 4.94023
C -6.13149 -3.61856 5.81729
C -7.06158 -4.81936 5.74254
N -6.31066 -6.06172 5.96688
C -6.99214 -7.15419 5.32895
C -6.05792 -8.38852 5.40093
O -4.84874 -8.24058 4.67222
C -5.03150 -8.12300 3.24420
H -5.84989 -2.54837 3.48769
H -6.10551 -4.33181 3.39276
H -4.58806 -3.66257 2.81573
H -6.76892 -2.73680 5.75192
H -5.74805 -3.64956 6.83715
H -7.46601 -4.84896 4.73078
H -7.89875 -4.73508 6.43547
H -5.39964 -6.04924 5.53099
H -7.14154 -6.93221 4.27230
H -7.96502 -7.42110 5.74169
H -6.50238 -9.31768 5.04426
H -5.79618 -8.63902 6.42896
H -5.40730 -7.12448 3.02098
H -5.68122 -8.85603 2.76604
H -4.04854 -8.15087 2.77398
C -0.34436 -4.54226 -5.08684
O -0.29233 -3.85162 -6.34031
C -1.56918 -3.55568 -6.96044
C -1.85703 -4.49475 -8.17736
N -1.72580 -5.87918 -7.81614
C -2.04572 -6.81148 -8.97268
C -1.54595 -8.22001 -8.75271
O -0.13531 -8.16900 -8.59151
C 0.29867 -9.47892 -8.24645
H 0.69374 -4.73311 -4.81478
H -0.75282 -5.55015 -5.16045
H -0.83600 -3.96991 -4.30020
H -1.64460 -2.52111 -7.29520
H -2.36443 -3.68804 -6.22684
H -1.16117 -4.24230 -8.97745
H -2.89957 -4.41610 -8.48560
H -0.78110 -6.08064 -7.52109
H -1.61454 -6.53011 -9.93341
H -3.12606 -6.90365 -9.08442
H -1.73078 -8.80733 -9.65215
H -1.94970 -8.66944 -7.84546
H 1.37466 -9.41382 -8.08490
H 0.09695 -10.13158 -9.09583
H -0.17580 -9.86328 -7.34354
C -0.24050 -2.20720 7.92416
O 0.39440 -3.42771 7.41317
C -0.41847 -4.29611 6.59098
C -1.53732 -5.02020 7.33005
N -0.99841 -5.73835 8.49485
C -2.00681 -6.23811 9.40874
C -2.41865 -5.11386 10.37240
O -1.36344 -4.76609 11.31147
C -1.31654 -3.45834 11.78266
H -0.77702 -1.69399 7.12612
H 0.52900 -1.51112 8.25798
H -0.99378 -2.43481 8.67839
H 0.29077 -5.05990 6.27206
H -0.76602 -3.82199 5.67309
H -2.17493 -5.66171 6.72175
H -2.25962 -4.24965 7.59955
H -0.42393 -5.02260 8.91649
H -1.53390 -7.02137 10.00115
H -2.81544 -6.67972 8.82633
H -3.27313 -5.42002 10.97591
H -2.72073 -4.20422 9.85336
H -0.42681 -3.27105 12.38383
H -2.15576 -3.19563 12.42671
H -1.24249 -2.71473 10.98915
*
```

Kohn-Sham gap ... 3.93 eV
Total energy ... -6466.444730 a.u.

---

No. 4
Formula: C2H7ClO2Si
Source: the Open Molecules 2025 dataset
Level of theory: ωB97M-V/def2-TZVPD

```
! RIJCOSX wB97M-V def2-TZVPD def2/J DEFGRID3
* xyz 0 1
C -0.30742 0.66242 -1.84410
C 1.75778 -0.19811 1.18697
O -1.61754 0.17735 1.71160
O -1.05638 -0.00428 -0.94832
Si -0.80759 -0.61800 0.59482
Cl -1.09102 -2.60966 0.63253
H -0.02147 1.60510 -1.54327
H -0.84486 0.70631 -2.91155
H 0.55563 0.04507 -2.11843
H 1.81534 -0.74696 2.11407
H 2.24988 -0.55902 0.35233
H 1.78574 0.84471 1.19385
H -2.41810 0.69506 1.57949
*
```

Kohn-Sham gap ... 8.96 eV
Total energy ... -980.610475 a.u.

---

No. 5
Formula: C4H6N2O
Source: the Open Molecules 2025 dataset
Level of theory: ωB97M-V/def2-TZVPD

```
! RIJCOSX wB97M-V def2-TZVPD def2/J DEFGRID3
* xyz 0 1
C -1.76031 -0.70363 -0.06779
C -0.51037 0.12150 0.05951
C 0.67483 1.80365 0.72616
C 0.80192 0.01472 -0.35178
H -2.10575 -1.12026 0.84848
H -1.65632 -1.51231 -0.79795
H -2.54293 0.04579 -0.26981
H 0.92958 2.75836 1.24030
H 1.35347 -1.90588 -0.39072
H 2.42538 -0.84877 -0.90211
N 1.52868 1.09805 0.06351
N 1.44164 -1.04849 -0.95285
O -0.57981 1.29727 0.79505
*
```

Kohn-Sham gap ... 9.11 eV
SMILES ... Cc1ocnc1N
Total energy ... -340.756155 a.u.